Entry 1:
ORCA calculation (ωB97M-V/def2-TZVPD) on 2 unconnected molecules or ions with the total composition C5H12N2O.

Each line ends with the Löwdin charge.
Atoms and positions in Å:
O (-3.374, 0.240, 1.018)  0.043
N (-1.126, 0.075, 1.142)  0.148
N (1.708, -0.719, -0.107)  -0.058
C (2.402, -1.338, 0.744)  -0.050
C (1.992, 0.702, -0.270)  -0.315
C (-2.313, 0.047, 0.468)  -0.606
C (-2.203, -0.186, -1.015)  -0.013
C (2.424, 0.991, -1.701)  -0.098
H (3.366, 0.492, -1.927)  0.071
H (-1.561, 0.559, -1.484)  0.076
H (2.248, -2.405, 0.863)  0.069
H (1.080, 1.261, -0.056)  0.095
H (-1.762, -1.161, -1.228)  0.082
H (-3.199, -0.154, -1.445)  0.080
H (2.767, 1.032, 0.433)  0.102
H (-0.341, -0.425, 0.741)  0.051
H (1.662, 0.669, -2.408)  0.069
H (3.155, -0.853, 1.370)  0.077
H (-1.195, 0.064, 2.149)  0.106
H (2.592, 2.060, -1.831)  0.071

Atoms 1-2, force components in eV/Å:
-0.2450 0.0864 0.1547
0.3309 -0.2917 0.0330

## Properties
SMILES   CC(N)=O.C=NCC
Lowest unoccupied orbital energy   0.816 eV
Orbital gap   10.40 eV
Charge   0
E_tot   -382.45790 hartree
HOMO   -9.6 eV


Entry 2:
ORCA calculation (ωB97M-V/def2-TZVPD) on a single C5H12N2O molecule.

Each line ends with the Löwdin charge.
Atoms and positions in Å:
O (1.107, 2.343, -1.924)  0.049
N (-0.258, 0.001, 0.276)  -0.062
N (-0.731, 1.105, -2.344)  0.149
C (-0.422, -2.828, 1.969)  -0.114
C (0.421, 1.377, -1.650)  -0.537
C (0.839, 0.375, -0.604)  -0.158
C (-0.752, -1.374, 2.277)  -0.258
C (0.179, -0.354, 1.642)  -0.245
H (-0.638, -1.238, 3.343)  0.100
H (-1.788, -1.141, 2.037)  0.109
H (1.613, 0.877, -0.035)  0.120
H (0.615, -3.064, 2.221)  0.073
H (-0.756, -0.806, -0.084)  0.098
H (-1.000, -3.464, 2.637)  0.066
H (1.344, -0.443, -1.134)  0.131
H (-1.465, 0.594, -1.877)  0.085
H (-0.626, -3.144, 0.944)  0.069
H (0.203, 0.531, 2.258)  0.107
H (-1.107, 1.879, -2.873)  0.105
H (1.199, -0.759, 1.631)  0.113

Atoms 1-2, force components in eV/Å:
-0.0163 -0.2431 0.0505
0.0570 -0.5439 0.2852

## Properties
SMILES   CCCNCC(N)=O
Lowest unoccupied orbital energy   0.883 eV
Orbital gap   10.00 eV
Charge   0
E_tot   -382.46980 hartree
HOMO   -9.1 eV


Entry 3:
ORCA calculation (ωB97M-V/def2-TZVPD) on 3 unconnected molecules or ions with the total composition C5H12N2O in a non-equilibrium geometry.

Each line ends with the Löwdin charge.
Atoms and positions in Å:
O (0.739, 2.141, 0.644)  -0.021
N (-1.415, 2.835, 0.744)  0.108
N (2.119, -0.119, 0.418)  0.042
C (-0.847, -2.775, -0.388)  -0.080
C (-0.737, -1.767, 0.463)  -0.102
C (-0.460, 2.100, 0.056)  -0.572
C (-0.773, 1.287, -0.978)  -0.029
C (1.927, -1.167, -0.266)  -0.087
H (1.587, -1.047, -1.288)  0.074
H (2.528, -0.253, 1.339)  0.084
H (-1.017, 3.541, 1.344)  0.089
H (-1.760, 1.296, -1.405)  0.045
H (-0.947, -2.609, -1.450)  0.049
H (0.009, 0.801, -1.533)  0.036
H (2.257, -2.165, 0.022)  0.085
H (-2.209, 3.137, 0.204)  0.088
H (-0.862, -0.719, 0.144)  0.024
H (-0.770, -3.808, -0.078)  0.045
H (1.282, 1.228, 0.482)  0.066
H (-0.653, -1.938, 1.526)  0.057

Atoms 1-2, force components in eV/Å:
0.9257 -1.2646 -0.0210
0.2794 0.1961 0.0711

## Properties
SMILES   C=C(N)O.C=C.C=N
Lowest unoccupied orbital energy   0.740 eV
Orbital gap   8.20 eV
Charge   0
E_tot   -382.37790 hartree
HOMO   -7.5 eV


Entry 4:
ORCA calculation (ωB97M-V/def2-TZVPD) on a gas-phase ion, C5H12N2O (charge +1) in a non-equilibrium geometry.

Each line ends with the Löwdin spin population.
Atoms and positions in Å:
O (0.077, -2.528, -2.931)  0.001
N (-1.771, 1.155, 1.679)  0.626
N (0.806, -0.378, -0.217)  0.096
C (-0.019, -1.922, -1.895)  0.003
C (-0.332, 0.841, 1.656)  0.081
C (0.212, 0.883, 0.195)  0.025
C (0.399, 1.836, 2.559)  0.090
C (0.675, -0.592, -1.693)  0.011
H (0.239, 2.853, 2.180)  -0.001
H (-0.195, -0.183, 2.014)  0.005
H (-2.232, 1.058, 2.582)  0.020
H (-1.941, 2.094, 1.301)  0.016
H (0.814, 1.793, 0.116)  0.006
H (-0.574, -2.385, -1.063)  0.000
H (1.454, 1.703, 2.281)  0.014
H (1.683, -0.742, -2.095)  0.003
H (0.319, 1.719, 3.634)  0.000
H (0.259, 0.213, -2.298)  0.000
H (1.795, -0.355, 0.001)  0.003
H (-0.665, 1.041, -0.443)  0.000

Atoms 1-2, force components in eV/Å:
-0.0573 0.3433 0.2722
2.4112 1.2795 0.8903

## Properties
Expectation value of S²   0.755
Lowest unoccupied orbital energy (spin up / spin down)   -3.308 / -8.891 eV
Orbital gap (spin up / spin down)   9.63 / 3.99 eV
Charge   +1
E_tot   -382.08555 hartree
2S+1   2
HOMO (spin up / spin down)   -12.9 / -12.9 eV


Entry 5:
ORCA calculation (ωB97M-V/def2-TZVPD) on a gas-phase ion, C5H12N2O (charge +1) in a non-equilibrium geometry.

Each line ends with the Löwdin spin population.
Atoms and positions in Å:
O (-2.074, 0.009, 0.777)  0.014
N (-0.835, 1.653, -1.778)  0.050
N (0.707, 0.474, 0.776)  0.620
C (-0.581, -1.499, 1.683)  0.003
C (0.653, -1.034, 0.888)  0.069
C (-1.780, -1.135, 0.944)  0.006
C (1.273, 0.995, -0.512)  0.066
C (0.445, 0.904, -1.801)  0.066
H (-1.485, 1.019, -1.059)  0.002
H (0.217, -0.223, -2.110)  0.001
H (0.603, -1.571, -0.088)  0.031
H (1.693, -1.451, 1.152)  0.023
H (-0.157, 0.929, 0.991)  0.019
H (-2.117, -1.945, 0.303)  0.001
H (-0.614, 2.525, -1.318)  0.003
H (-0.468, -0.916, 2.606)  0.003
H (1.065, 1.180, -2.659)  0.007
H (-0.490, -2.417, 2.194)  -0.001
H (2.257, 0.479, -0.588)  0.007
H (1.688, 2.022, -0.403)  0.008

Atoms 1-2, force components in eV/Å:
-0.7479 1.2809 -0.0734
-0.3254 -3.5126 2.6763

## Properties
Expectation value of S²   0.755
Lowest unoccupied orbital energy (spin up / spin down)   -3.684 / -8.292 eV
Orbital gap (spin up / spin down)   10.51 / 5.60 eV
Charge   +1
E_tot   -382.06519 hartree
2S+1   2
HOMO (spin up / spin down)   -14.2 / -13.9 eV


Entry 6:
ORCA calculation (ωB97M-V/def2-TZVPD) on a single C5H12N2O2 molecule in a non-equilibrium geometry.

Each line ends with the Löwdin charge.
Atoms and positions in Å:
O (-1.135, -2.274, 0.440)  0.076
O (0.006, 0.125, 1.752)  -0.117
N (1.677, 1.435, 0.701)  0.090
N (-0.573, 2.092, 0.459)  0.100
C (0.091, -1.785, 0.603)  -0.102
C (0.179, 0.057, -0.710)  -0.272
C (0.897, -1.273, -0.527)  -0.159
C (-1.111, 0.041, -1.479)  -0.125
C (0.331, 0.985, 0.418)  -0.553
H (0.791, -1.920, -1.403)  0.125
H (2.347, 1.007, 0.079)  0.068
H (-1.076, -0.693, -2.292)  0.076
H (-0.090, 2.931, 0.748)  0.083
H (-1.044, 2.253, -0.419)  0.062
H (1.937, 1.244, 1.659)  0.075
H (1.944, -1.182, -0.237)  0.110
H (0.516, -2.066, 1.558)  0.133
H (-0.907, 0.356, 1.977)  0.074
H (-1.434, -2.150, -0.476)  0.107
H (-1.314, 1.003, -1.962)  0.068
H (-2.031, -0.184, -0.887)  0.081

Atoms 1-2, force components in eV/Å:
0.3999 0.2356 -0.0972
0.0289 0.7068 -0.3216

## Properties
Lowest unoccupied orbital energy (spin up / spin down)   0.584 / 0.565 eV
Orbital gap (spin up / spin down)   6.85 / 6.81 eV
Charge   0
E_tot   -457.56901 hartree
HOMO (spin up / spin down)   -6.3 / -6.2 eV


Entry 7:
ORCA calculation (ωB97M-V/def2-TZVPD) on a single C5H12N2O2 molecule in a non-equilibrium geometry.

Each line ends with the Löwdin charge.
Atoms and positions in Å:
O (-1.831, 0.112, -0.695)  -0.107
O (-2.063, -1.072, 0.096)  -0.023
N (0.431, 0.324, 0.106)  0.089
N (0.887, -0.437, -0.822)  0.064
C (-1.433, 1.581, 1.122)  -0.033
C (1.554, -2.438, 0.515)  -0.111
C (2.015, -1.334, -0.412)  -0.255
C (-0.823, 1.003, -0.163)  -0.615
C (-0.664, 2.130, -1.180)  -0.014
H (2.756, -0.767, 0.102)  0.090
H (1.166, -2.041, 1.444)  0.064
H (-1.220, -1.449, 0.406)  0.066
H (-0.692, 2.296, 1.576)  0.098
H (-1.568, 0.801, 1.878)  0.074
H (-2.410, 2.031, 0.914)  0.093
H (2.495, -1.789, -1.296)  0.110
H (-0.273, 1.700, -2.086)  0.072
H (2.394, -3.090, 0.749)  0.073
H (0.790, -3.047, 0.002)  0.079
H (-1.602, 2.620, -1.410)  0.088
H (0.090, 2.866, -0.846)  0.098

Atoms 1-2, force components in eV/Å:
0.9027 -0.4074 -0.8326
-0.3699 0.3995 0.4912

## Properties
SMILES   CC/N=N/C(C)(C)OO
Lowest unoccupied orbital energy   0.144 eV
Orbital gap   9.40 eV
Charge   0
E_tot   -457.54122 hartree
HOMO   -9.3 eV


Entry 8:
ORCA calculation (ωB97M-V/def2-TZVPD) on 2 unconnected molecules or ions with the total composition C5H12N2O2.

Each line ends with the Löwdin charge.
Atoms and positions in Å:
O (2.938, -1.746, 0.449)  0.039
O (-0.802, 1.288, -0.933)  -0.048
N (-3.676, -0.118, 0.906)  0.024
N (1.877, 0.184, -0.045)  0.000
C (2.841, 1.047, 0.588)  -0.071
C (2.005, -1.160, -0.061)  -0.562
C (-1.612, 0.803, 0.070)  -0.217
C (0.871, -1.863, -0.783)  0.001
C (-2.895, 0.490, -0.074)  -0.215
H (0.824, -1.526, -1.816)  0.081
H (3.280, 1.736, -0.137)  0.081
H (-1.072, 0.685, 0.996)  0.117
H (2.378, 1.626, 1.390)  0.080
H (1.069, 0.616, -0.469)  0.087
H (-4.638, 0.186, 0.916)  0.077
H (-3.395, 0.622, -1.026)  0.115
H (-0.078, -1.639, -0.301)  0.067
H (1.042, -2.935, -0.761)  0.080
H (-1.319, 1.376, -1.741)  0.103
H (3.624, 0.415, 1.005)  0.080
H (-3.261, -0.087, 1.827)  0.082

Atoms 1-2, force components in eV/Å:
0.2580 -0.2610 0.1374
0.0736 0.1144 -0.1834

## Properties
SMILES   CNC(C)=O.N/C=C/O
Lowest unoccupied orbital energy   0.621 eV
Orbital gap   8.81 eV
Charge   0
E_tot   -457.69188 hartree
HOMO   -8.2 eV


> The highest E_tot belongs to which entry?

number 5


> Which formula does entry 4 have?

C5H12N2O


> E_tot of number 5 (C5H12N2O)?

-382.06519 hartree